1.
A 3-piece molecular cluster, C12H30IN2O4 overall at a distorted geometry, computed with the ωB97M-V functional and the def2-TZVPD basis.

Structure (XYZ):
```
49
Properties=species:S:1:pos:R:3:lowdin_charge:R:1
I -2.25 1.62 -0.01 -0.49
C 2.96 2.36 4.44 -0.14
O 2.21 2.11 3.29 -0.17
C 2.89 1.27 2.37 -0.24
C 1.94 0.72 1.30 -0.22
N 0.60 0.42 1.78 -0.06
C 0.59 -0.56 2.84 -0.21
C -0.80 -0.81 3.41 -0.25
O -1.37 0.34 3.96 -0.17
C -2.48 0.02 4.75 -0.13
H 2.94 3.43 4.69 0.08
H 4.00 2.03 4.42 0.08
H 2.46 1.99 5.35 0.08
H 3.37 0.42 2.89 0.11
H 3.66 1.87 1.87 0.12
H 2.50 -0.16 0.91 0.10
H 1.84 1.46 0.51 0.12
H 0.05 0.13 0.98 -0.01
H 1.30 -0.26 3.61 0.11
H 0.98 -1.53 2.48 0.12
H -0.73 -1.56 4.20 0.11
H -1.38 -1.26 2.60 0.12
H -3.27 -0.49 4.18 0.09
H -2.89 0.86 5.29 0.08
H -2.17 -0.78 5.46 0.08
C 3.42 -1.34 -2.40 -0.14
O 2.24 -0.67 -2.78 -0.17
C 1.10 -1.16 -2.13 -0.24
C -0.15 -0.66 -2.88 -0.19
N -1.33 -1.37 -2.34 -0.07
C -2.36 -1.61 -3.33 -0.23
C -3.17 -0.38 -3.75 -0.25
O -2.55 0.27 -4.83 -0.19
C -3.12 1.51 -5.11 -0.13
H 4.24 -1.02 -3.05 0.08
H 3.44 -2.43 -2.36 0.08
H 3.67 -1.02 -1.38 0.08
H 0.96 -0.80 -1.10 0.10
H 1.08 -2.25 -2.05 0.12
H -0.04 -1.01 -3.90 0.11
H -0.33 0.40 -2.74 0.10
H -1.81 -0.81 -1.64 -0.01
H -3.00 -2.47 -3.11 0.10
H -1.91 -2.02 -4.25 0.11
H -3.35 0.28 -2.90 0.08
H -4.19 -0.71 -4.03 0.11
H -4.21 1.47 -5.20 0.08
H -2.63 1.94 -5.98 0.08
H -2.94 2.23 -4.29 0.09
```

Properties
**HOMO-LUMO gap**: 6.7 eV
**E_LUMO**: 2.957 eV
**Relative energy (zero: lowest compared OMol25 entry of this formula, charge and spin)**: 21.1 kcal/mol
**Total charge**: -1



2.
C12H30IO3P2SiSn as an isolated structure at a distorted geometry, computed with the ωB97M-V functional and the def2-TZVPD basis.

Structure (XYZ):
```
50
Properties=species:S:1:pos:R:3:lowdin_charge:R:1
C 0.00 0.03 -5.81 0.01
C 0.00 0.43 -4.44 -0.25
H 0.01 0.86 -6.57 0.17
H -0.90 -0.61 -5.95 0.14
H 0.89 -0.62 -5.95 0.14
O 0.01 1.35 -3.70 0.16
I -0.02 -2.03 -2.93 0.61
Sn 0.00 -0.09 -0.80 0.69
P 2.60 -0.01 -0.61 0.75
C 3.35 1.26 0.46 -0.18
C 2.93 -1.59 0.23 -0.20
H 4.01 -1.70 0.36 0.10
H 4.63 -0.20 -1.89 0.09
H 2.54 -2.41 -0.39 0.06
H 3.18 -0.82 -2.79 0.04
H 3.03 1.13 1.51 0.06
H 2.44 -1.61 1.21 0.03
C 3.57 -0.02 -2.14 -0.21
H 4.45 1.19 0.41 0.10
H 3.48 0.96 -2.62 0.07
H 3.04 2.26 0.11 0.06
P -2.60 0.04 -0.61 0.75
C -3.32 1.32 0.46 -0.18
C -3.57 0.04 -2.14 -0.21
H -2.59 -2.37 -0.39 0.06
H -4.04 -1.62 0.37 0.10
H -2.46 -1.57 1.21 0.03
C -2.96 -1.53 0.23 -0.20
H -3.20 -0.77 -2.79 0.04
H -4.63 -0.12 -1.88 0.09
H -4.42 1.27 0.42 0.10
H -3.00 2.31 0.11 0.06
H -3.46 1.03 -2.62 0.07
H -3.00 1.19 1.51 0.06
C 0.02 2.44 -0.69 -0.01
O 0.04 3.52 -0.29 0.20
C 1.56 -1.05 3.63 -0.16
Si 0.00 -0.25 2.96 0.26
C -1.56 -1.05 3.63 -0.16
C 0.00 1.51 3.65 -0.16
O 0.00 -0.37 1.34 -0.52
H 1.59 -1.03 4.72 0.06
H 2.47 -0.56 3.27 0.02
H 1.59 -2.10 3.34 0.04
H -1.59 -1.03 4.73 0.06
H -2.47 -0.56 3.27 0.02
H -1.60 -2.10 3.33 0.04
H 0.89 2.09 3.37 0.03
H -0.90 2.09 3.37 0.03
H -0.01 1.44 4.75 0.06
```

Properties
**HOMO-LUMO gap**: 5.5 eV
**E_LUMO**: -12.008 eV
**Relative energy (zero: lowest compared OMol25 entry of this formula, charge and spin)**: 0.0 kcal/mol
**Total charge**: +3



3.
C12H30KO6 as an isolated structure at a distorted geometry, computed with the ωB97M-V functional and the def2-TZVPD basis.

Structure (XYZ):
```
49
Properties=species:S:1:pos:R:3:lowdin_charge:R:1
K 18.43 -2.60 9.74 0.90
C 22.84 -4.03 8.07 -0.07
O 22.00 -3.07 8.82 -0.20
C 22.83 -2.29 9.73 -0.17
C 21.99 -1.15 10.26 -0.21
O 20.77 -1.54 10.85 -0.26
C 20.06 -0.45 11.58 -0.05
H 23.21 -3.68 7.11 0.09
H 22.34 -4.96 7.83 0.06
H 23.72 -4.31 8.65 0.09
H 23.74 -1.89 9.28 0.13
H 23.17 -2.96 10.52 0.13
H 21.86 -0.38 9.49 0.13
H 22.52 -0.62 11.06 0.13
H 20.11 0.57 11.19 0.10
H 20.59 -0.43 12.53 0.09
H 19.09 -0.78 11.94 0.06
C 18.82 0.30 7.16 -0.08
O 18.44 -1.04 7.42 -0.24
C 18.97 -2.07 6.56 -0.19
C 18.06 -3.32 6.46 -0.18
O 17.57 -3.99 7.65 -0.28
C 16.80 -5.18 7.37 -0.09
H 19.82 0.39 7.58 0.08
H 18.12 0.96 7.67 0.10
H 18.92 0.61 6.13 0.10
H 19.98 -2.42 6.76 0.12
H 18.94 -1.91 5.49 0.13
H 18.71 -4.01 5.92 0.13
H 17.25 -2.99 5.80 0.13
H 16.73 -5.80 8.26 0.09
H 17.24 -5.80 6.59 0.09
H 15.76 -5.06 7.07 0.09
C 19.59 -6.45 8.90 -0.08
O 19.10 -5.76 10.03 -0.23
C 19.80 -5.84 11.27 -0.14
C 19.07 -5.17 12.48 -0.18
O 18.67 -3.84 12.21 -0.28
C 18.02 -3.25 13.35 -0.07
H 18.98 -6.37 8.00 0.07
H 19.56 -7.48 9.24 0.10
H 20.64 -6.28 8.64 0.08
H 20.71 -5.31 10.99 0.13
H 19.97 -6.89 11.52 0.13
H 19.62 -5.17 13.42 0.13
H 18.20 -5.75 12.79 0.13
H 18.76 -3.31 14.14 0.10
H 17.10 -3.77 13.62 0.10
H 17.72 -2.23 13.12 0.08
```

Properties
**HOMO-LUMO gap**: 10.2 eV
**E_LUMO**: -2.248 eV
**Relative energy (zero: lowest compared OMol25 entry of this formula, charge and spin)**: 43.6 kcal/mol
**Total charge**: +1



Q: What is the formula in the third record?
A: C12H30KO6



Q: The highest E_LUMO belongs to which entry?
A: C12H30IN2O4



Q: Among the records above, which one has the highest total charge?
A: C12H30IO3P2SiSn